{"formula": "CH2N2OS", "method": "wB97M-V/def2-TZVPD", "s_squared": 2.0085, "gap_ev": [9.201, 9.593], "spin_multiplicity": 3, "total_energy_ev": -16929.969, "e_lumo_ha": [0.021, -0.058], "charge": 0, "symbols": ["C", "N", "N", "O", "S", "H", "H"], "positions_angstrom": [[-1.97203, -0.65144, -0.12808], [-1.63922, 0.49835, 0.04240], [2.66163, 0.59833, 0.03899], [-2.41728, -1.69935, 0.07564], [2.20347, -0.86363, -0.07212], [-1.07464, 0.99773, -0.68517], [2.23806, 1.12000, 0.72834]], "lowdin_spin": [0.005, 0.003, 0.823, 0.001, 1.126, 0.000, 0.042]}